i.
A single H3N2OP molecule. Source: OMol25; level of theory: ωB97M-V with the def2-TZVPD basis set.

Calculated values
**Kohn-Sham gap**: 0.3660 hartree
**Molecular weight**: 78.0 Da
**Structure (SMILES)**: N/N=P/O
**Highest occupied orbital energy**: -9.60 eV
**LUMO energy**: 0.4 eV

Structure (XYZ):
```
7
Properties=species:S:1:pos:R:3:lowdin_charge:R:1
N -1.3749 -0.8322 -0.0463 -0.08
N -0.0792 0.3260 -0.0679 -0.35
P 1.1906 -0.5085 0.3422 0.71
O 2.2631 0.5826 0.1035 -0.42
H -1.8691 -0.2230 0.6308 0.03
H -1.9147 -0.8452 -0.8675 -0.01
H 1.7842 1.5003 -0.0948 0.12
```


ii.
A single H3N2OP molecule. Source: OMol25; level of theory: ωB97M-V with the def2-TZVPD basis set.

Calculated values
**Kohn-Sham gap**: 0.3125 hartree
**Molecular weight**: 78.0 Da
**Structure (SMILES)**: N/N=P/O
**Highest occupied orbital energy**: -7.96 eV
**LUMO energy**: 0.5 eV

Structure (XYZ):
```
7
Properties=species:S:1:pos:R:3:lowdin_charge:R:1
N -0.7927 0.4313 -1.0997 -0.09
N -0.2300 0.0769 0.0233 -0.41
P 1.1959 0.4526 0.7186 0.75
O 1.2152 -0.8183 1.7474 -0.46
H -0.4313 1.2612 -1.5586 0.09
H -1.7649 0.2159 -1.1545 0.08
H 0.8078 -1.6196 1.3236 0.05
```


Name the most stable of them. ii.